Formula: C26H36N2O5PdSSi
Source: OMol25
Level of theory: ωB97M-V/def2-TZVPD

Computed properties:
Spin multiplicity: 6
Lowest unoccupied orbital energy (alpha / beta): -1.64 / -6.18 eV
Largest force on an atom: 0.50 eV/Å
Total charge: +1
ΔE to the lowest compared entry with this formula, charge and spin: 0.0 kcal per mole

Geometry (Å):
Pd1 0.95715 -0.58983 0.99078
C1 3.02304 0.37720 -1.81408
O1 2.79266 0.57678 -0.42306
C2 3.12806 1.88141 0.01329
C3 2.14715 2.31634 1.07729
O2 1.81850 1.28216 2.02105
C4 2.80122 1.00448 3.02374
C5 3.77635 -0.05559 2.58982
O3 3.00455 -1.18129 2.20980
C6 3.79391 -2.33546 1.93736
H1 2.41986 1.06874 -2.40678
H2 2.73246 -0.64347 -2.04929
H3 4.07870 0.51534 -2.05806
H4 3.04725 2.59546 -0.81212
H5 4.16321 1.90064 0.36658
H6 1.20471 2.59229 0.62133
H7 2.54804 3.17171 1.62419
H8 2.24660 0.65404 3.89363
H9 3.32806 1.92220 3.29125
H10 4.42220 -0.30306 3.43842
H11 4.40705 0.26133 1.75552
H12 4.21903 -2.73080 2.86119
H13 4.60010 -2.08937 1.24209
H14 3.14257 -3.07944 1.48913
C7 -2.03420 -3.15756 4.98811
Si1 -1.46799 -2.18525 3.52641
C8 -2.69718 -2.16790 2.14208
C9 -1.00686 -0.45111 3.99360
C10 0.13019 -3.02633 2.87677
H15 -2.92167 -2.70494 5.44080
H16 -1.25195 -3.20145 5.75098
H17 -2.28931 -4.18153 4.70062
H18 -3.64268 -1.71826 2.45594
H19 -2.91459 -3.17497 1.77361
H20 -2.30033 -1.58129 1.30933
H21 -1.87739 0.11499 4.33786
H22 -0.59524 0.08901 3.13683
H23 -0.26026 -0.44237 4.79282
H24 -0.01772 -4.11237 2.96503
H25 0.92367 -2.73388 3.58049
O4 -0.79847 -3.06971 -1.77578
C11 -0.82362 -1.81632 -1.77785
N1 -1.46386 -1.06495 -2.69095
C12 -1.37917 0.36764 -2.37502
C13 -0.56413 0.25330 -1.08287
O5 -0.21725 1.16194 -0.32853
N2 -0.22468 -1.02551 -0.84235
C14 -0.53809 1.15153 -3.38217
C15 -0.54886 2.54244 -3.33521
C16 0.26071 3.27500 -4.18978
C17 1.08164 2.62519 -5.10456
C18 1.09469 1.23907 -5.15355
C19 0.29097 0.50334 -4.28929
C20 -2.77159 0.94815 -2.15702
C21 -3.57045 1.17087 -3.27654
C22 -4.86957 1.62851 -3.13103
C23 -5.38002 1.87759 -1.86168
C24 -4.58687 1.66459 -0.74548
C25 -3.28430 1.19845 -0.88995
H26 -2.02570 -1.45409 -3.42955
H27 -1.19051 3.05213 -2.62561
H28 0.24297 4.35698 -4.14821
H29 1.69948 3.19895 -5.78347
H30 1.72765 0.72526 -5.86662
H31 0.31273 -0.57913 -4.32995
H32 -3.16829 1.00181 -4.27083
H33 -5.48196 1.79892 -4.00756
H34 -6.39271 2.24193 -1.74682
H35 -4.97778 1.86426 0.24454
H36 -2.67083 1.05208 -0.00976
S1 0.20361 -3.79175 0.20197
C26 0.43536 -2.57511 1.50716